(1)
This record from the Open Molecules 2025 dataset describes a 5-piece molecular cluster, C27H61N3O5 overall in a non-equilibrium geometry. The level of theory is the ωB97M-V functional and the def2-TZVPD basis.

Values from the calculation:
Frontier orbital gap (spin up / spin down): 0.0584 / 0.3006 Ha
2S+1: 2
Total energy: -1605.59052 Ha
E_HOMO (spin up / spin down): 0.82 / -5.82 eV
Charge: -1

The geometry in XYZ format:
```
96
Properties=species:S:1:pos:R:3:mulliken_spin:R:1
C -6.287 0.051 -2.537 0.34
C -5.178 1.085 -2.197 -0.93
C -5.537 1.625 -0.762 0.14
C -4.373 2.383 -0.176 -0.04
C -3.002 1.612 -0.284 -0.19
C -2.642 0.999 -1.715 -0.84
N -3.842 0.353 -2.201 0.62
O -3.660 -0.482 -3.236 -0.17
C -2.017 1.979 -2.685 0.22
C -1.587 -0.100 -1.486 0.47
C -5.163 2.193 -3.303 0.19
H -6.117 -0.866 -1.972 -0.08
H -6.274 -0.274 -3.577 0.06
H -7.228 0.533 -2.274 0.00
H -6.209 2.483 -0.780 -0.01
H -5.965 0.855 -0.120 -0.01
H -4.601 2.616 0.865 0.03
H -4.211 3.301 -0.741 0.03
H -2.972 0.805 0.448 0.04
H -2.231 2.312 0.038 0.25
H -2.190 1.587 -3.687 -0.02
H -2.369 2.995 -2.505 0.10
H -0.937 2.072 -2.569 -0.13
H -0.748 0.355 -0.960 0.10
H -1.978 -0.985 -0.984 -0.01
H -1.364 -0.493 -2.478 0.16
H -6.146 2.635 -3.463 -0.02
H -4.882 1.650 -4.206 0.00
H -4.433 2.983 -3.129 0.03
H -4.009 -1.306 -2.887 0.03
C 1.810 1.584 5.517 0.07
C 1.015 1.659 4.216 -0.37
C -0.497 1.411 4.689 0.09
C -1.543 2.046 3.771 -0.12
C -1.216 3.522 3.569 0.10
C 0.139 3.744 2.919 -0.47
N 1.203 3.049 3.696 0.16
O 2.496 3.336 3.233 -0.01
C 0.069 3.318 1.426 0.17
C 0.401 5.314 3.056 0.10
C 1.385 0.579 3.152 0.19
H 2.847 1.660 5.191 -0.01
H 1.655 0.660 6.074 0.01
H 1.602 2.487 6.091 -0.01
H -0.722 0.345 4.673 -0.01
H -0.603 1.625 5.752 0.02
H -2.602 1.959 4.014 -0.03
H -1.507 1.472 2.845 0.12
H -1.185 4.147 4.462 -0.06
H -1.962 3.907 2.874 0.08
H -0.103 2.254 1.263 0.06
H -0.843 3.758 1.024 0.04
H 0.919 3.525 0.776 0.02
H 0.525 5.510 4.121 0.00
H 1.272 5.689 2.518 0.01
H -0.407 5.965 2.723 -0.01
H 1.523 -0.423 3.559 0.00
H 2.310 0.737 2.597 0.03
H 0.626 0.585 2.370 0.03
H 2.659 4.014 3.893 0.00
C 5.170 -4.086 -1.736 0.86
C 4.212 -2.891 -1.424 -3.04
C 4.262 -1.860 -2.538 0.92
C 3.526 -2.370 -3.824 -0.12
C 2.088 -2.672 -3.456 1.24
C 1.852 -3.693 -2.259 -4.03
N 2.813 -3.340 -1.178 2.11
O 2.742 -4.252 -0.180 -0.32
C 0.408 -3.708 -1.776 0.93
C 2.275 -5.088 -2.805 1.35
C 4.766 -2.153 -0.189 0.59
H 6.209 -3.798 -1.895 -0.03
H 4.873 -4.626 -2.635 0.01
H 5.262 -4.732 -0.862 0.01
H 3.850 -0.895 -2.245 -0.11
H 5.297 -1.719 -2.849 0.11
H 3.982 -3.186 -4.384 -0.06
H 3.522 -1.501 -4.482 0.09
H 1.503 -3.101 -4.270 -0.06
H 1.622 -1.741 -3.130 -0.06
H 0.243 -4.415 -0.964 -0.08
H 0.132 -2.737 -1.365 0.30
H -0.313 -4.158 -2.458 -0.09
H 2.415 -5.775 -1.971 0.10
H 1.450 -5.460 -3.412 -0.19
H 3.104 -5.134 -3.511 0.05
H 4.726 -2.801 0.686 0.05
H 4.234 -1.256 0.128 -0.05
H 5.824 -1.909 -0.279 0.02
H 3.249 -4.982 -0.544 0.04
O 2.559 -2.696 3.491 -0.05
H 2.222 -3.591 3.437 0.00
H 2.510 -2.366 2.594 0.02
O 1.415 -1.924 0.984 -0.03
H 1.097 -1.213 0.428 0.09
H 1.781 -2.563 0.372 -0.12
```



(2)
This record from the Open Molecules 2025 dataset describes a 2-piece molecular cluster, C7H15IN overall in a non-equilibrium geometry. The level of theory is the ωB97M-V functional and the def2-TZVPD basis.

Values from the calculation:
Frontier orbital gap (spin up / spin down): 0.3175 / 0.3013 Ha
Total energy: -627.81958 Ha
E_HOMO (spin up / spin down): -12.61 / -12.66 eV
Charge: +1
Energy relative to the best compared isomer or geometry (same formula, charge and spin): 136.6 kJ/mol

The geometry in XYZ format:
```
24
Properties=species:S:1:pos:R:3:lowdin_charge:R:1
C -0.331 -1.927 0.740 -0.16
C -0.852 -0.563 1.173 -0.16
C 0.125 -1.842 -0.706 -0.13
C 0.239 0.510 1.063 -0.45
C 0.907 0.482 -0.283 -0.66
C -0.325 1.894 1.375 -0.07
C -0.692 1.364 -2.094 0.16
N 1.245 -0.865 -0.798 -0.02
I 2.578 1.785 -0.562 0.96
H 0.497 -2.242 1.380 0.13
H -1.113 -2.680 0.828 0.13
H -1.711 -0.287 0.560 0.13
H -1.188 -0.602 2.209 0.13
H 0.469 -2.806 -1.083 0.14
H -0.693 -1.478 -1.331 0.13
H 1.001 0.282 1.825 0.15
H -1.031 2.203 0.609 0.07
H 0.464 2.638 1.430 0.05
H -0.840 1.878 2.332 0.09
H -1.566 1.563 -1.510 0.01
H -0.719 0.510 -2.745 0.01
H -0.066 2.189 -2.368 0.00
H 2.046 -1.246 -0.268 0.17
H 1.556 -0.763 -1.773 0.16
```



(3)
This record from the Open Molecules 2025 dataset describes a 2-piece molecular cluster, C6H9N overall in a non-equilibrium geometry. The level of theory is the ωB97M-V functional and the def2-TZVPD basis.

Values from the calculation:
Frontier orbital gap: 0.3984 Ha
Total energy: -288.70936 Ha
E_HOMO: -10.16 eV
Charge: 0
Energy relative to the best compared isomer or geometry (same formula, charge and spin): 190.8 kJ/mol

The geometry in XYZ format:
```
16
Properties=species:S:1:pos:R:3:lowdin_charge:R:1
C 0.316 -0.636 -1.474 0.08
C 1.386 -0.159 -0.835 -0.36
C 1.360 0.977 0.154 -0.06
C 2.680 -0.751 -1.093 -0.20
N 3.727 -1.209 -1.279 0.15
H 0.393 -1.453 -2.185 0.08
H -0.667 -0.211 -1.289 0.05
H 1.929 1.832 -0.226 0.09
H 1.814 0.675 1.104 0.09
H 0.329 1.290 0.341 0.06
C -1.727 -0.230 1.552 -0.09
C -2.693 0.115 0.707 -0.09
H -1.442 0.408 2.385 0.05
H -1.181 -1.165 1.446 0.05
H -2.986 -0.531 -0.119 0.05
H -3.239 1.049 0.810 0.05
```



(4)
This record from the Open Molecules 2025 dataset describes a 3-piece molecular cluster, C4H12O4 overall in a non-equilibrium geometry. The level of theory is the ωB97M-V functional and the def2-TZVPD basis.

Values from the calculation:
Frontier orbital gap: 0.3905 Ha
Total energy: -460.53781 Ha
E_HOMO: -10.52 eV
Charge: 0
Energy relative to the best compared isomer or geometry (same formula, charge and spin): 117.7 kJ/mol

The geometry in XYZ format:
```
20
Properties=species:S:1:pos:R:3:lowdin_charge:R:1
C 1.818 0.257 0.598 -0.10
C 0.946 -0.507 -0.374 -0.23
C -0.385 -1.192 0.070 -0.12
C -1.060 -1.852 -1.100 -0.48
O -1.273 -3.021 -1.249 0.12
O -1.949 -1.037 -1.794 0.08
H 1.261 0.576 1.482 0.07
H 2.100 1.248 0.225 0.06
H 2.776 -0.121 0.953 0.07
H 1.566 -1.099 -1.054 0.12
H 0.465 0.252 -1.028 0.08
H -0.022 -1.911 0.817 0.13
H -0.997 -0.464 0.581 0.08
H -1.831 -0.089 -1.757 0.09
O -1.250 0.155 2.743 -0.08
H -1.557 1.086 2.730 0.06
H -1.993 -0.390 2.416 0.05
O 0.246 2.933 -1.627 -0.04
H 0.016 2.542 -0.795 0.01
H 1.123 2.635 -1.836 0.02
```



(5)
This record from the Open Molecules 2025 dataset describes an isolated molecule of C8H7NO in a non-equilibrium geometry. The level of theory is the ωB97M-V functional and the def2-TZVPD basis.

Values from the calculation:
Frontier orbital gap (spin up / spin down): 0.3365 / 0.3365 Ha
Total energy: -438.91377 Ha
E_HOMO (spin up / spin down): -8.86 / -8.86 eV
Charge: 0
Energy relative to the best compared isomer or geometry (same formula, charge and spin): 263.2 kJ/mol

The geometry in XYZ format:
```
17
Properties=species:S:1:pos:R:3:lowdin_charge:R:1
C -0.176 -2.050 -0.260 -0.02
C 0.180 -0.583 -0.300 -0.25
C 1.105 -0.177 -1.248 -0.06
C 1.518 1.142 -1.429 -0.06
C 0.847 2.089 -0.593 -0.05
C -0.111 1.682 0.423 0.02
C -0.367 0.294 0.556 -0.21
C -1.283 0.036 1.567 0.04
N -1.971 -0.429 2.372 -0.09
O -2.837 -0.747 3.155 0.00
H 0.341 -2.510 0.608 0.11
H -1.179 -2.094 0.178 0.08
H -0.039 -2.461 -1.220 0.07
H 1.424 -0.983 -1.862 0.10
H 2.452 1.420 -2.066 0.14
H 0.954 3.140 -0.790 0.08
H -0.858 2.231 0.910 0.09
```



(6)
This record from the Open Molecules 2025 dataset describes CH2LiMgO as an isolated structure in a non-equilibrium geometry. The level of theory is the ωB97M-V functional and the def2-TZVPD basis.

Values from the calculation:
Frontier orbital gap (spin up / spin down): 0.3173 / 0.1943 Ha
Total energy: -321.77656 Ha
E_HOMO (spin up / spin down): -12.94 / -10.11 eV
Charge: +1
Energy relative to the best compared isomer or geometry (same formula, charge and spin): 152.1 kJ/mol

The geometry in XYZ format:
```
6
Properties=species:S:1:pos:R:3:lowdin_charge:R:1
C 0.449 -0.943 -0.206 -0.38
O 0.539 0.284 -0.163 -0.29
H -0.360 -1.387 0.430 0.03
Mg 1.945 -2.145 -1.186 0.77
Li -0.486 1.774 0.436 0.72
H -2.088 2.417 0.689 0.15
```